# C23H66N2O10

A 10-piece molecular cluster, C23H66N2O10 overall in a non-equilibrium geometry (the ωB97M-V functional and the def2-TZVPD basis, the Open Molecules 2025 dataset).

Calculated values
Calculated total energy ... -1777.7856 a.u.
Structure (SMILES) ... NC(N)=O.CC(C)O.CC(C)O.CC(C)O.CC(C)O.CCO.CCO.CCO.CCO.CCO
2S+1 ... 1
HOMO ... -9.4 eV
Lowest unoccupied orbital energy ... 0.00736 Ha
Relative energy (zero: lowest compared OMol25 entry of this formula, charge and spin) ... 2.9 kcal/mol
Kohn-Sham gap ... 9.58 eV

Last column: Mulliken charge in e.
Element x y z (Å)
C  -25.428  -19.090  13.610  -0.9006
C  -25.065  -17.626  13.733  0.2164
O  -25.492  -17.122  15.001  -0.4588
H  -24.919  -19.561  12.771  0.3221
H  -26.506  -19.181  13.465  0.4109
H  -25.190  -19.655  14.513  0.0062
H  -25.543  -17.049  12.937  0.3558
H  -23.989  -17.459  13.639  -0.1869
H  -25.106  -16.256  15.161  0.2626
C  -22.124  -18.530  16.681  -0.3901
C  -21.652  -18.384  15.234  0.7171
O  -20.351  -17.822  15.239  0.0639
H  -21.534  -19.255  17.235  -0.0388
H  -23.184  -18.782  16.770  -0.1255
H  -22.057  -17.532  17.118  0.4166
H  -22.297  -17.703  14.672  -0.1796
H  -21.594  -19.350  14.732  -0.3151
H  -20.366  -16.867  15.382  0.1855
C  -19.043  -16.804  11.387  -0.6456
C  -19.954  -15.781  12.038  0.4578
O  -20.566  -15.013  10.980  -0.5909
H  -19.611  -17.495  10.768  0.1356
H  -18.460  -17.371  12.122  0.0050
H  -18.292  -16.300  10.771  0.4418
H  -19.456  -15.068  12.699  0.0211
H  -20.746  -16.313  12.565  -0.1634
H  -19.932  -14.353  10.691  0.3180
C  -21.810  -20.309  19.999  -1.2421
C  -23.170  -19.709  19.741  0.4327
O  -23.118  -18.299  19.907  -0.5748
H  -21.688  -20.337  21.085  0.3685
H  -21.027  -19.696  19.554  0.2093
H  -21.679  -21.343  19.680  0.2812
H  -23.909  -20.106  20.448  0.3970
H  -23.558  -19.899  18.733  -0.2073
H  -23.805  -17.886  19.347  0.3719
C  -18.853  -16.252  18.298  -0.3000
C  -19.386  -14.936  18.888  -0.2582
O  -19.334  -15.056  20.319  -0.5745
H  -17.975  -16.708  18.757  0.3853
H  -18.647  -16.134  17.232  0.0116
H  -19.612  -17.018  18.487  -0.0694
H  -20.411  -14.707  18.591  0.1891
H  -18.713  -14.121  18.622  0.2652
H  -19.965  -15.743  20.563  0.3241
C  -20.175  -13.860  15.064  0.4821
O  -20.653  -14.978  15.255  -0.5142
N  -20.954  -12.779  14.827  -0.4788
N  -18.836  -13.611  15.095  -0.3541
H  -21.926  -13.002  14.701  0.2161
H  -20.655  -11.834  14.700  0.1441
H  -18.449  -12.697  14.964  0.1600
H  -18.180  -14.345  15.285  0.2151
C  -21.712  -23.478  14.739  -1.0180
C  -22.405  -22.831  15.959  0.5343
C  -23.563  -21.956  15.464  -0.7088
O  -22.956  -23.938  16.696  -0.5914
H  -22.402  -24.033  14.104  0.4077
H  -20.900  -24.112  15.097  0.3824
H  -21.206  -22.763  14.076  -0.1037
H  -21.739  -22.231  16.573  0.0801
H  -24.074  -21.411  16.265  0.2522
H  -24.411  -22.480  15.013  0.5232
H  -23.168  -21.231  14.747  -0.2014
H  -23.596  -24.357  16.116  0.3838
C  -18.855  -21.090  15.146  -0.6592
C  -17.520  -20.350  15.186  0.0931
C  -17.045  -19.914  13.804  -0.8673
O  -17.631  -19.217  16.062  -0.5670
H  -18.722  -22.063  14.662  0.5054
H  -19.630  -20.514  14.640  -0.1493
H  -19.207  -21.332  16.151  0.2684
H  -16.741  -20.965  15.645  0.4282
H  -16.811  -20.775  13.178  0.4113
H  -16.196  -19.250  13.955  0.3451
H  -17.854  -19.376  13.300  -0.1480
H  -18.337  -18.722  15.608  0.1966
C  -22.203  -21.484  11.427  -1.1191
C  -21.040  -20.502  11.229  1.5508
C  -19.751  -21.194  10.844  -1.7605
O  -21.427  -19.593  10.158  -0.5982
H  -21.814  -22.500  11.523  0.3854
H  -22.855  -21.453  10.557  0.4048
H  -22.813  -21.272  12.305  -0.0765
H  -20.918  -19.792  12.051  -0.3751
H  -18.981  -20.515  10.472  0.4376
H  -19.997  -21.834  9.985  0.5230
H  -19.313  -21.863  11.583  0.3252
H  -20.811  -19.680  9.423  0.3091
C  -27.121  -16.311  18.215  -1.4314
C  -26.257  -17.516  18.552  0.5390
C  -26.852  -18.766  17.883  -1.0751
O  -24.917  -17.297  18.094  -0.4487
H  -28.093  -16.409  18.698  0.4233
H  -27.301  -16.255  17.135  0.2537
H  -26.624  -15.366  18.440  0.3623
H  -26.168  -17.671  19.627  0.3949
H  -26.725  -18.689  16.806  0.0996
H  -27.916  -18.820  18.137  0.4715
H  -26.467  -19.695  18.306  0.2640
H  -24.908  -17.217  17.132  0.1219